Entry 1:
The following is a quantum chemistry calculation of 7 unconnected molecules or ions with the total composition C30H65Cl8N5 in a non-equilibrium geometry, from the OMol25 dataset.

Total energy, Eh: -5137.27006
Max |F|, hartree/bohr: 0.030
HOMO, eV: -8.07
M, g/mol: 779.5
LUMO level, eV: 0.158

```
! RIJCOSX wB97M-V def2-TZVPD def2/J DEFGRID3
* xyz 0 1
H -1.208 -3.587 -2.325
H 1.536 3.463 -2.297
C 2.474 4.023 -2.302
H 0.183 1.446 -3.662
H 3.713 4.964 1.532
H 2.423 -3.029 -1.030
H 4.050 -3.916 -2.514
C 0.833 1.028 1.619
H 0.630 -5.235 -2.468
H 2.887 7.070 -1.257
Cl -3.923 4.190 0.977
H 3.518 3.083 -0.672
H -3.394 -2.516 5.640
Cl 3.854 -1.018 -3.109
H 1.980 0.526 -1.378
H 0.307 -2.780 -2.146
Cl -1.686 5.657 1.931
C -2.434 2.943 -3.572
H -1.359 1.316 -1.618
N 1.385 1.476 0.434
H 0.418 1.755 2.295
H 1.356 -1.735 -0.086
C 1.305 -0.738 0.317
C 2.823 4.327 1.448
N 2.209 4.478 0.135
C 3.141 -4.511 -2.380
H -1.681 -2.141 1.362
H 4.014 4.701 -0.921
H -1.468 3.454 -3.658
C 0.395 -0.721 -3.747
C 2.609 -4.114 -1.007
H -3.076 -0.799 2.249
H 3.428 -4.256 -0.302
H -4.924 -2.175 4.958
H 3.083 3.277 1.584
C 0.330 -4.882 -1.482
H 3.117 3.552 -3.045
H 2.469 -6.033 1.631
C 1.093 -4.559 0.805
C 5.269 -0.488 -2.153
H -1.174 -0.392 -1.729
C 0.733 -0.333 1.551
H -2.463 1.523 -5.207
C -1.814 0.420 -2.078
H 1.706 -5.036 2.837
C -3.208 0.229 -1.499
H -0.657 -2.999 -0.755
H -3.150 0.170 -0.412
H -4.875 -4.425 5.877
Cl -1.260 3.485 0.004
H -0.741 -3.592 1.763
H -2.417 -3.766 1.279
H 2.995 -4.366 1.905
C -2.567 1.535 -4.121
C -4.042 -2.786 4.782
H 0.554 -0.837 -2.674
C 2.428 6.931 -0.273
H -5.130 -0.180 4.381
H -3.610 1.219 -3.992
H -3.569 -0.731 -1.881
H -4.610 0.747 3.062
H -3.619 -4.991 4.738
C 2.121 -5.017 1.826
Cl 5.610 -1.770 -0.965
H -5.438 -0.864 2.765
N -3.438 -2.437 3.503
H 0.944 5.965 0.780
H 3.568 -5.517 -2.365
H -2.234 -4.090 3.575
H 1.332 -0.803 -4.297
N 1.455 -4.883 -0.562
H 0.898 4.164 2.429
C -0.340 -3.523 -1.661
Cl 6.666 -0.194 -3.192
C -3.374 -1.003 3.279
C -2.206 4.059 1.381
H -3.949 0.982 -1.763
H -0.242 -1.546 -4.074
H -2.679 -0.464 3.943
C 1.861 4.645 2.601
H 2.304 5.045 -2.646
H 0.171 -5.101 1.040
N -1.733 0.496 -3.517
C -1.728 -3.127 1.827
H 1.755 5.711 2.796
H 0.311 -0.992 2.293
H -2.729 3.014 -2.526
H -0.412 -5.598 -1.122
H 3.210 6.886 0.488
C 3.106 4.068 -0.923
H 1.422 2.464 0.192
C -4.407 -4.267 4.904
C -0.372 0.579 -4.047
C 1.676 0.400 -0.352
H -0.404 0.648 -5.133
H -5.198 -4.434 4.166
H -3.071 3.609 -4.166
Cl 4.888 1.031 -1.318
H 2.250 4.181 3.510
H -1.371 -2.610 3.982
Cl -2.074 2.867 2.688
C 1.506 5.732 -0.128
H 0.748 5.655 -0.905
C -4.733 -0.294 3.369
C -2.121 -3.040 3.306
H 2.465 -4.342 -3.213
H 0.867 -3.498 0.988
H 1.930 7.891 -0.103
*
```

Entry 2:
The following is a quantum chemistry calculation of 7 unconnected molecules or ions with the total composition C30H65F9INO10PS in a non-equilibrium geometry, from the OMol25 dataset.

Total energy, Eh: -3924.73216
Max |F|, hartree/bohr: 0.098
HOMO, eV: -10.44
M, g/mol: 960.8
LUMO level, eV: -5.292

```
! RIJCOSX wB97M-V def2-TZVPD def2/J DEFGRID3
* xyz 1 1
H -4.438 2.578 3.351
C -5.452 0.447 -4.845
H -3.442 -3.144 9.622
C 1.339 2.641 -4.797
H -0.987 1.875 -1.014
O -4.638 -4.704 7.632
F 3.549 3.343 -5.191
H -1.174 0.382 -1.913
C -5.359 -0.659 5.489
H 3.632 3.769 6.629
H -3.219 0.716 4.515
H 1.210 0.943 -1.782
H 1.332 -3.605 -6.651
C -4.013 1.278 5.021
O -4.781 -1.110 -3.063
H 4.395 -3.425 -6.831
H -3.423 0.453 -3.079
H -3.154 -0.822 -1.907
O 2.496 -5.298 -6.414
H -3.642 -1.961 5.363
H -3.052 -5.643 6.824
H -3.922 -7.095 8.667
I 8.322 2.054 -8.082
C 1.702 2.982 4.076
H -2.620 -4.398 7.979
H 1.852 3.479 1.982
H 6.249 3.923 -5.986
C 4.742 0.903 -5.911
H 3.435 -2.841 -5.475
H -3.923 1.189 -0.733
O 2.481 2.860 5.250
O 6.196 -0.353 -4.048
F 1.533 2.312 -3.539
H 0.903 -0.547 -0.872
H 1.160 0.974 -0.023
H 3.270 -2.069 -7.054
O -4.651 0.465 5.986
C 1.257 -4.943 -4.318
F 4.963 -0.275 -6.437
H 3.361 2.869 2.696
F 5.116 1.801 -6.821
H -6.565 -0.060 -3.056
C -0.784 0.798 -0.982
O -1.522 0.189 0.063
H -6.409 -1.361 -4.219
H 2.683 -6.466 -4.786
H -5.448 1.134 3.395
C -5.870 -0.531 -3.760
C -3.211 -6.289 8.856
H -0.729 2.684 1.042
C 2.315 -3.998 -6.937
F 2.690 0.495 -6.874
F 1.082 3.945 -4.792
O 7.978 -0.281 -6.416
O 5.822 4.404 -3.632
C -5.210 -4.078 8.768
C 8.157 0.844 -6.283
C 2.637 2.467 -5.647
H 2.828 4.516 3.022
H -4.958 1.327 -4.428
N 7.072 2.050 -4.243
C 0.709 0.527 -0.911
H 3.798 4.443 5.020
H -2.422 2.360 1.395
H 1.329 4.729 6.827
H 1.311 -5.134 -3.246
H -3.423 -5.895 9.852
H -6.201 -0.334 4.868
O 4.845 1.293 -3.216
H 1.331 1.980 3.853
H -1.841 0.013 2.044
C -4.639 0.581 -1.287
C -1.190 0.586 1.382
H 2.561 5.980 6.567
H -5.149 -0.088 -0.592
C 3.418 -3.026 -6.553
F 2.318 2.865 -6.882
H -3.521 2.080 5.574
F 2.718 0.205 -4.786
C -4.432 -2.867 9.255
H -6.325 0.790 -5.402
H -0.163 0.289 1.622
H -5.393 1.252 -1.706
H 7.956 4.423 -4.556
H 3.405 -4.880 -4.600
C 2.532 -5.408 -5.001
H -4.071 -1.214 3.828
H -6.208 -3.758 8.466
H 8.950 0.952 -4.244
H -2.202 -6.704 8.870
H -5.061 -2.530 4.460
H -1.213 2.298 2.694
H -5.347 -4.805 9.575
C -3.931 -0.213 -2.370
S 5.673 0.932 -4.302
C -3.326 -5.214 7.789
H -4.292 -2.149 8.443
H -4.963 -2.376 10.071
C 2.058 5.124 6.117
C -1.401 2.067 1.644
C 3.068 4.054 5.740
H 2.301 -4.107 -8.022
C -4.971 1.895 4.015
H -5.789 -1.157 6.358
C -4.483 -1.649 4.741
P 6.674 3.813 -4.645
C 8.340 1.566 -4.922
F 0.304 2.048 -5.314
H -4.754 -0.025 -5.539
C 2.482 3.492 2.874
H -5.762 2.446 4.526
C 3.165 0.999 -5.738
H 8.952 2.462 -5.118
H 1.090 -3.873 -4.457
H 0.822 3.606 4.266
H 7.304 2.102 -3.234
H 1.504 5.482 5.246
H 0.391 -5.466 -4.726
*
```

Entry 3:
The following is a quantum chemistry calculation of 4 unconnected molecules or ions with the total composition C30H66BBrN4O9PS in a non-equilibrium geometry, from the OMol25 dataset.

Total energy, Eh: -5416.92925
Max |F|, hartree/bohr: 0.049
HOMO, eV: -10.31
M, g/mol: 780.6
LUMO level, eV: -2.211
Relative energy (zero: lowest compared OMol25 entry of this formula, charge and spin), kJ/mol: 0.0

```
! RIJCOSX wB97M-V def2-TZVPD def2/J DEFGRID3
* xyz 1 1
B 0.456 -0.069 -3.663
H -0.156 2.942 0.255
H -5.148 -3.194 4.705
H 4.122 4.510 -2.948
H -6.287 -6.022 3.332
O -2.564 1.807 0.457
H -5.746 -1.547 2.938
H 3.596 -1.858 -1.229
C -5.058 -10.401 7.238
C -5.323 -7.215 6.404
O -6.611 -3.986 3.541
C 3.241 3.900 -3.114
H -3.317 -0.156 0.951
C -4.365 -8.141 7.118
H 5.989 8.179 -1.728
H 6.350 1.678 0.048
H -0.324 -1.059 -0.140
C 3.863 1.427 0.774
C 1.451 0.542 -2.561
C 5.588 5.627 -0.345
O -5.031 -2.734 1.386
C 4.429 -1.441 -3.200
O -0.390 -1.121 -3.374
H -0.423 2.463 -5.011
C -0.238 3.896 -0.258
C 3.763 -2.351 -2.177
S -1.779 3.866 -1.223
H 6.527 6.158 -0.177
H -1.518 1.128 -4.628
H -1.278 -0.783 -3.186
H 4.514 1.902 -2.861
C 6.525 8.923 -1.133
H -4.750 -6.406 5.937
H 3.398 7.332 1.206
H 2.397 4.562 -3.258
O -5.055 -9.130 7.863
N -2.835 1.498 -1.692
H -4.564 -4.323 3.471
H 2.843 -2.807 -2.530
C -0.663 1.430 -5.242
H 0.653 -0.151 -7.004
H 2.144 -0.164 -0.549
C 3.084 2.942 -1.914
C 0.861 1.970 -2.400
H -4.019 -1.948 2.965
H 5.049 6.872 1.653
Br 4.771 0.547 -5.157
H 3.177 0.691 1.177
H -0.787 0.330 -1.064
H 7.595 8.795 -1.287
C -6.716 -5.180 2.779
O 4.473 6.496 -0.311
H -7.965 -7.293 5.781
H -0.976 1.387 -6.279
H 4.288 9.158 -0.237
H -7.773 -5.374 2.610
H 5.617 5.157 -1.328
H -7.111 -2.707 1.263
C -3.077 0.596 0.219
H 4.775 -2.087 -4.003
H -0.202 1.949 -2.182
H 2.885 -0.880 -4.522
H 4.702 1.532 1.459
C 0.965 4.139 -1.173
H -0.328 4.643 0.522
N 3.740 1.614 -2.242
C 0.019 -0.083 -0.469
H -0.601 -0.942 -6.081
C 4.887 8.722 0.568
H 3.379 2.401 0.752
H 1.644 4.871 -0.742
H 1.601 2.274 -0.444
H 3.674 3.401 -1.122
H -3.677 -8.602 6.403
H -5.731 -11.045 7.802
C -6.228 -2.365 0.719
C 2.854 0.762 -3.119
N -3.271 0.354 -1.017
H 4.738 9.329 1.466
H -6.022 -6.766 7.115
O -6.022 -7.886 5.365
H -6.217 -5.083 1.811
C -5.019 -2.344 2.752
C 4.436 7.310 0.860
C 0.417 -0.554 -6.022
H 2.639 1.439 -3.942
H 1.334 -1.333 -1.539
C 1.669 2.794 -1.398
H 1.085 -1.382 -5.797
C 1.333 -0.286 -1.267
H 3.423 3.372 -4.050
O 6.007 1.624 -0.853
C -7.358 -8.203 5.718
H -6.276 -1.279 0.588
O 6.269 8.766 0.253
H -7.406 -8.741 6.668
C -2.429 2.315 -0.809
H 0.575 4.499 -2.123
H -5.409 -10.341 6.205
H 6.242 9.927 -1.464
H -7.765 -8.839 4.933
H 5.475 4.841 0.415
P 4.572 0.831 -0.813
H -3.772 -7.555 7.828
H 5.342 -1.030 -2.780
H 4.462 -3.155 -1.963
H -4.055 -10.841 7.258
H -6.216 -2.832 -0.264
N 0.501 0.527 -5.010
C -5.280 -3.520 3.668
H 0.202 0.486 0.439
H 0.958 2.471 -3.363
C 3.565 -0.366 -3.857
*
```

Entry 4:
The following is a quantum chemistry calculation of 5 unconnected molecules or ions with the total composition C30H66BClN2O13P in a non-equilibrium geometry, from the OMol25 dataset.

Total energy, Eh: -3096.53731
Max |F|, hartree/bohr: 0.137
HOMO, eV: -4.39
M, g/mol: 740.1
LUMO level, eV: 1.890
Relative energy (zero: lowest compared OMol25 entry of this formula, charge and spin), kJ/mol: 0.0

```
! RIJCOSX wB97M-V def2-TZVPD def2/J DEFGRID3
* xyz -1 1
H 4.090 4.995 3.354
H -5.009 1.784 0.699
O -0.131 0.751 0.258
H 4.425 -3.246 -3.222
N 1.408 2.109 1.651
H -4.251 3.816 2.230
C -6.502 0.510 1.750
O -0.105 1.296 4.463
H -4.784 0.154 4.606
H -3.678 -2.421 3.001
C 4.463 -2.172 -3.410
C 4.600 -2.143 0.947
O -1.627 -0.011 -2.658
B -3.202 2.393 3.199
C 3.966 -0.649 1.006
O 1.533 -2.336 -5.023
H 3.754 3.269 2.814
H -2.785 6.131 -0.028
H -3.222 2.052 -0.518
H -1.194 2.371 1.044
C 2.231 0.809 -0.299
C 4.208 -4.625 1.907
C -2.111 0.511 1.926
C 2.312 -3.480 -5.334
O -2.373 4.603 -1.351
H -0.952 0.780 -7.581
H 1.826 -4.051 -6.130
H 5.058 -1.983 -4.308
C 3.483 4.374 2.619
H -2.099 -3.096 -2.630
O 5.063 -1.530 -2.295
H 1.976 0.616 -1.413
H -1.605 2.089 -1.339
H -3.552 0.088 -1.851
C 3.355 -5.335 0.714
C -2.270 1.446 -0.644
H -4.718 -1.548 5.315
H 1.267 1.279 2.268
C -1.131 -0.745 2.329
H 3.828 -5.067 2.900
H -3.880 3.630 4.543
C -4.310 -1.468 3.030
H -1.950 -2.240 -4.334
C -0.556 -3.319 2.135
Cl 0.597 -2.955 3.508
H 5.083 -0.584 -2.487
C 0.960 1.655 0.299
C 0.868 2.955 -0.637
H 2.628 -3.109 1.538
H -1.543 -1.091 3.354
C 3.712 4.750 1.093
C -5.146 0.655 0.839
H -1.974 5.223 -1.975
H 3.938 -6.149 0.170
O 3.301 3.927 -0.024
H -3.172 -0.679 4.841
H 3.310 -3.169 -5.654
C -2.460 0.068 -1.465
H 2.374 4.463 2.932
C -4.264 -0.863 4.517
C 2.442 -0.613 0.423
H -2.055 -2.313 0.841
C -0.169 0.354 -6.949
H -3.769 4.659 0.146
C -1.403 1.281 0.714
H -0.174 3.444 -0.535
H -5.407 0.176 -0.174
H 3.096 -4.509 -0.042
H 3.447 -1.794 -3.549
O 1.466 5.296 -0.056
O 0.760 -0.365 -7.753
O -3.422 3.314 2.093
H 2.396 -4.103 -4.443
H 4.589 -2.567 -0.120
H -6.165 0.746 2.827
H 4.655 -0.014 0.328
C -1.432 -2.478 -3.340
H 2.445 2.168 1.589
H -0.059 -0.419 2.532
H 0.157 -0.927 -3.252
H -1.501 -3.800 2.596
N -2.226 1.274 3.216
H -0.172 -4.074 1.371
O -0.775 3.207 3.429
H -4.073 5.765 -1.217
O 4.256 5.845 0.813
C 1.900 4.123 -0.235
H -0.618 -0.333 -6.231
H 5.334 -4.732 1.778
C -0.789 -1.188 -2.642
H -2.391 -0.859 -0.800
P -3.780 -0.294 1.651
H -0.421 -1.497 -1.609
H -0.550 -3.175 -3.610
C -1.109 -1.987 1.366
H 0.350 1.151 -6.410
H 5.688 -2.088 1.312
H 3.660 -2.640 2.979
H 3.192 1.418 -0.295
O -4.007 2.660 4.397
C -0.979 1.852 3.725
H 2.377 -5.685 1.182
C -3.303 5.336 -0.569
H -6.977 -0.520 1.672
H 2.434 -1.414 -0.410
H -7.185 1.364 1.406
H 1.662 -0.870 1.210
H 1.035 2.726 -1.748
C 3.721 -3.069 1.910
H 3.978 -0.213 2.070
H 1.473 -1.802 -5.825
H -0.322 -1.792 0.540
H 1.143 0.263 -8.378
H -5.398 -1.812 2.847
*
```

Which of these has the lowest HOMO? C30H65F9INO10PS

LUMO level of number 1 (C30H65Cl8N5)? 0.158 eV

M of number 4 (C30H66BClN2O13P)? 740.1 g/mol